Entry 1:
{"formula": "C4H10S", "method": "ωB97M-V/def2-TZVPD", "e_above_lowest_kj_mol": 423.4, "smiles": "C=C.CCS", "orbital_gap_ev": 8.78, "total_charge": 0, "species": ["C", "C", "H", "H", "H", "H", "C", "C", "S", "H", "H", "H", "H", "H", "H"], "coordinates": [[-0.09480, -0.77834, 1.86435], [-0.74033, -1.84452, 1.38461], [1.03526, -0.51301, 1.89063], [-0.65507, 0.07722, 2.11255], [-0.83932, -2.80561, 1.80153], [-1.43459, -1.67993, 0.54672], [0.46616, 0.28226, -2.03957], [0.28030, 0.84159, -0.52431], [0.43976, 2.66795, -0.48484], [-0.35307, 0.76941, -2.66183], [1.55663, 0.51609, -2.37392], [0.24953, -0.84456, -1.82619], [1.11558, 0.44544, -0.00184], [-0.51792, 0.25128, -0.11978], [-0.50811, 2.61471, 0.43191]]}

Entry 2:
{"formula": "C4H10Si", "method": "ωB97M-V/def2-TZVPD", "e_above_lowest_kj_mol": 201.2, "orbital_gap_ev": 9.29, "total_charge": 0, "species": ["C", "C", "C", "C", "Si", "H", "H", "H", "H", "H", "H", "H", "H", "H", "H"], "coordinates": [[0.56410, 0.47421, 1.24224], [-0.03033, 0.12652, -0.07510], [-0.58174, 1.11411, -1.07789], [-1.31110, -1.31523, 0.01379], [1.81979, -0.36400, 0.08414], [0.54210, 1.60448, 1.43965], [0.14223, 0.09264, 2.27623], [-1.56787, 1.30700, -0.72983], [-0.38225, 0.65558, -2.04308], [0.03737, 2.00778, -0.92246], [-1.32235, -1.38691, -1.08246], [-2.04991, -0.77620, 0.48297], [-0.87706, -2.17839, 0.56095], [2.92369, 0.45441, -0.19556], [2.09334, -1.81600, 0.02642]]}